136
Properties=species:S:1:pos:R:3 method="wB97M-V/def2-TZVPD" smiles="CCCCCCCCCCCCCCCCc1ccc2c(c1CCOC(=O)CC)C(=O)c1ccc(O)cc1C2=O.O=C1C=CC(=O)C=C1.O=C1C=CC(=O)C=C1.O=C1C=CC(=O)C=C1.O=C1C=CC(=O)C=C1" orbital_gap_ev=6.66 total_energy_ha=-3263.5458 multiplicity=1 largest_force_ev_per_a=8.59 homo_ev=-8.730
C 8.930 -3.408 2.569
C 10.350 -2.744 2.009
C 10.208 -1.096 1.861
C 9.918 -0.748 0.264
C 9.316 0.813 0.257
C 8.821 1.161 -1.266
C 8.541 2.751 -1.560
C 8.634 3.722 -0.243
C 7.308 3.622 0.758
C 5.983 4.061 -0.119
C 4.900 4.714 0.927
C 3.982 3.456 1.514
C 2.509 4.066 2.017
C 1.391 3.873 0.800
C 0.214 2.755 1.196
C -0.850 3.544 2.161
C -2.343 2.872 2.249
C -2.770 2.207 3.722
C -4.276 1.526 3.972
C -5.390 1.507 2.754
C -4.970 2.133 1.266
C -3.460 2.801 1.052
C -3.014 3.475 -0.408
C -2.859 2.183 -1.456
O -2.456 1.023 -0.608
C -2.376 -0.210 -1.417
O -1.417 -0.280 -2.374
C -3.435 -1.469 -1.118
C -3.383 -1.982 0.453
C -6.134 2.080 0.090
O -6.117 2.871 -1.019
C -7.470 1.078 0.186
C -8.368 0.756 -1.152
C -9.718 -0.200 -1.069
C -10.125 -0.814 0.418
O -11.370 -1.638 0.464
C -9.231 -0.505 1.786
C -7.899 0.447 1.674
C -6.927 0.892 2.934
O -7.376 0.809 4.197
H 8.886 -3.411 3.753
H 8.866 -4.558 2.257
H 7.982 -2.840 2.136
H 10.658 -3.195 0.967
H 11.146 -2.959 2.863
H 9.301 -0.765 2.560
H 11.209 -0.542 2.183
H 10.861 -0.849 -0.421
H 9.015 -1.440 -0.055
H 10.186 1.492 0.663
H 8.457 0.808 1.066
H 7.892 0.469 -1.503
H 9.674 0.814 -2.020
H 9.350 3.164 -2.335
H 7.504 2.808 -2.132
H 8.647 4.842 -0.645
H 9.615 3.592 0.392
H 7.501 4.327 1.691
H 7.141 2.544 1.185
H 6.290 4.790 -0.995
H 5.550 3.084 -0.606
H 4.225 5.554 0.420
H 5.489 5.197 1.846
H 3.719 2.722 0.629
H 4.546 2.911 2.387
H 2.165 3.572 3.022
H 2.715 5.220 2.242
H 0.902 4.954 0.666
H 1.920 3.630 -0.218
H -0.237 2.400 0.163
H 0.689 1.850 1.801
H -0.361 3.755 3.225
H -1.003 4.624 1.674
H -2.015 2.214 4.635
H -4.542 1.083 5.043
H -1.981 4.022 -0.345
H -3.829 4.235 -0.791
H -3.886 1.923 -1.986
H -2.065 2.420 -2.299
H -3.078 -2.340 -1.845
H -4.558 -1.156 -1.326
H -3.627 -1.102 1.220
H -4.208 -2.814 0.669
H -2.338 -2.493 0.716
H -8.004 1.246 -2.171
H -10.388 -0.414 -2.008
H -11.381 -2.101 -0.448
H -9.575 -0.960 2.810
O 4.672 0.703 -0.455
C 4.095 0.499 -1.514
C 2.623 0.424 -1.583
C 1.993 0.198 -2.740
C 2.742 0.015 -3.999
O 2.165 -0.190 -5.058
C 4.215 0.090 -3.930
C 4.845 0.316 -2.773
H 2.087 0.561 -0.651
H 0.913 0.139 -2.808
H 4.751 -0.048 -4.862
H 5.924 0.374 -2.705
O 6.398 -4.982 2.365
C 5.441 -4.410 2.868
C 4.984 -3.098 2.371
C 3.939 -2.473 2.923
C 3.197 -3.068 4.051
O 2.239 -2.497 4.554
C 3.654 -4.381 4.548
C 4.699 -5.006 3.997
H 5.538 -2.674 1.542
H 3.591 -1.509 2.571
H 3.100 -4.804 5.377
H 5.047 -5.969 4.349
O -5.740 -1.214 -3.147
C -5.944 -0.690 -4.233
C -7.070 -1.111 -5.089
C -7.291 -0.539 -6.277
C -6.419 0.540 -6.783
O -6.622 1.064 -7.869
C -5.292 0.961 -5.927
C -5.072 0.388 -4.740
H -7.702 -1.902 -4.704
H -8.112 -0.836 -6.917
H -4.661 1.752 -6.313
H -4.250 0.686 -4.099
O -11.239 -3.921 -1.456
C -10.707 -4.868 -0.895
C -11.458 -6.102 -0.592
C -10.875 -7.136 0.024
C -9.456 -7.088 0.426
O -8.923 -8.035 0.988
C -8.704 -5.854 0.124
C -9.287 -4.821 -0.492
H -12.498 -6.122 -0.895
H -11.412 -8.048 0.254
H -7.664 -5.835 0.426
H -8.750 -3.909 -0.722